No. 1
{"formula": "C2H2OS", "method": "ωB97M-V with the def2-TZVPD basis set", "homo_ev": -9.70, "smiles": "O=C1CS1", "symbols": ["C", "C", "O", "S", "H", "H"], "coordinates": [[0.8619, -0.1377, -0.0319], [-0.6006, 0.1863, 0.1354], [1.9855, 0.2162, 0.0155], [-0.1048, -1.4787, -0.3823], [-1.2473, 0.3199, 1.0968], [-0.8947, 0.8939, -0.8335]]}

---

No. 2
{"formula": "C58H95N5O24", "method": "ωB97M-V with the def2-TZVPD basis set", "homo_ev": -8.99, "smiles": "O=[N+]([O-])c1ccccc1.O=[N+]([O-])c1ccccc1.O=[N+]([O-])c1ccccc1.O=[N+]([O-])c1ccccc1.O=[N+]([O-])c1ccccc1.COCCOC.COCCOC.COCCOC.COCCOC.COCCOC.COCCOC.COCCOC", "symbols": ["C", "C", "C", "C", "C", "C", "N", "O", "O", "H", "H", "H", "H", "H", "C", "C", "C", "C", "C", "C", "N", "O", "O", "H", "H", "H", "H", "H", "C", "C", "C", "C", "C", "C", "N", "O", "O", "H", "H", "H", "H", "H", "C", "C", "C", "C", "C", "C", "N", "O", "O", "H", "H", "H", "H", "H", "C", "C", "C", "C", "C", "C", "N", "O", "O", "H", "H", "H", "H", "H", "C", "O", "C", "C", "O", "C", "H", "H", "H", "H", "H", "H", "H", "H", "H", "H", "C", "O", "C", "C", "O", "C", "H", "H", "H", "H", "H", "H", "H", "H", "H", "H", "C", "O", "C", "C", "O", "C", "H", "H", "H", "H", "H", "H", "H", "H", "H", "H", "C", "O", "C", "C", "O", "C", "H", "H", "H", "H", "H", "H", "H", "H", "H", "H", "C", "O", "C", "C", "O", "C", "H", "H", "H", "H", "H", "H", "H", "H", "H", "H", "C", "O", "C", "C", "O", "C", "H", "H", "H", "H", "H", "H", "H", "H", "H", "H", "C", "O", "C", "C", "O", "C", "H", "H", "H", "H", "H", "H", "H", "H", "H", "H"], "coordinates": [[7.8786, 4.1386, 3.7870], [7.2779, 4.7813, 2.7053], [6.0542, 4.3412, 2.2114], [5.4179, 3.3004, 2.8689], [5.9546, 2.7081, 3.9996], [7.2055, 3.1117, 4.4356], [4.1550, 2.7993, 2.3130], [3.9805, 2.9172, 1.1217], [3.3872, 2.2489, 3.0598], [8.8676, 4.4142, 4.1271], [7.7280, 5.6603, 2.2603], [5.5908, 4.9170, 1.4235], [5.4588, 1.8367, 4.4090], [7.7199, 2.6105, 5.2450], [-8.7343, 4.7374, 1.4366], [-9.1499, 3.4625, 1.0699], [-8.4223, 2.3539, 1.4502], [-7.2747, 2.5477, 2.1885], [-6.8147, 3.8095, 2.5226], [-7.5542, 4.9143, 2.1407], [-6.5626, 1.3988, 2.7288], [-7.0496, 0.2980, 2.5600], [-5.5504, 1.6123, 3.3482], [-9.2795, 5.6029, 1.0796], [-10.0352, 3.3186, 0.4651], [-8.7412, 1.3359, 1.2759], [-5.8644, 3.9032, 3.0298], [-7.2268, 5.8820, 2.4976], [-4.3329, 1.4361, -3.4017], [-5.3277, 1.4366, -4.3732], [-6.6462, 1.2519, -4.0017], [-6.9705, 0.9957, -2.6950], [-6.0114, 1.0104, -1.6992], [-4.6894, 1.1773, -2.0909], [-8.3701, 0.7287, -2.3958], [-9.1303, 0.7704, -3.3329], [-8.7281, 0.4827, -1.2501], [-3.3000, 1.6248, -3.6498], [-5.0748, 1.6146, -5.4100], [-7.3956, 1.2383, -4.7825], [-6.2432, 0.7911, -0.6699], [-3.9419, 1.1329, -1.3073], [8.1788, 0.2764, 0.3522], [8.6974, 0.0504, -0.9065], [7.8531, 0.0719, -2.0090], [6.5250, 0.4088, -1.8247], [6.0045, 0.7257, -0.5946], [6.8694, 0.7284, 0.4988], [5.6091, 0.3289, -2.9710], [4.4793, 0.7196, -2.8035], [6.0311, -0.1216, -4.0070], [8.8240, 0.2744, 1.2239], [9.7433, -0.1949, -1.0293], [8.2067, -0.1252, -3.0112], [4.9795, 1.0336, -0.4523], [6.4980, 1.0376, 1.4670], [2.5935, -1.7793, -1.4848], [2.0517, -2.7439, -0.6420], [1.4618, -3.8745, -1.1499], [1.6048, -4.1716, -2.4966], [2.1746, -3.2470, -3.3553], [2.6346, -2.0394, -2.8511], [1.1153, -5.4474, -2.9859], [0.9679, -6.3350, -2.1839], [0.8881, -5.5402, -4.1658], [3.0541, -0.8768, -1.1032], [2.0750, -2.6146, 0.4354], [0.9552, -4.5952, -0.5204], [2.2879, -3.5029, -4.3975], [3.0598, -1.3062, -3.5235], [-0.7127, 2.1790, -2.0149], [0.2640, 2.4480, -2.9814], [1.6223, 2.1606, -2.6411], [2.2104, 3.1566, -1.6818], [2.5858, 4.2850, -2.4367], [3.1650, 5.2694, -1.6354], [-0.9615, 1.1201, -2.0520], [-1.5868, 2.7341, -2.3806], [-0.5741, 2.5688, -1.0039], [2.1193, 2.2415, -3.6064], [1.6043, 1.1159, -2.2969], [3.1250, 2.7148, -1.2664], [1.4831, 3.4114, -0.9059], [3.9972, 4.8836, -1.0312], [2.4438, 5.8115, -1.0001], [3.5713, 6.0644, -2.2717], [3.1405, -6.1906, 0.8989], [2.8366, -4.9657, 1.5800], [3.7602, -4.6832, 2.6085], [3.2918, -3.5925, 3.5321], [3.2773, -2.3685, 2.8416], [2.7792, -1.2960, 3.5994], [4.1744, -6.2349, 0.5444], [2.4088, -6.3159, 0.1066], [2.9570, -6.9850, 1.6417], [4.7486, -4.4710, 2.1747], [3.8757, -5.5883, 3.2385], [4.0363, -3.5345, 4.3403], [2.3119, -3.8679, 3.9389], [1.6875, -1.2394, 3.4966], [3.1477, -0.3929, 3.1139], [3.0660, -1.3715, 4.6493], [-0.2682, -2.1225, 5.6824], [-1.1521, -2.6731, 4.7565], [-0.5203, -2.9102, 3.5413], [-1.3742, -3.7207, 2.6046], [-2.5960, -3.1155, 2.2276], [-3.5890, -2.9643, 3.2500], [-0.0153, -1.0791, 5.4257], [0.6561, -2.7008, 5.7853], [-0.7665, -2.0445, 6.6494], [0.4410, -3.4207, 3.6948], [-0.2566, -1.9647, 3.0318], [-1.5671, -4.7165, 3.0367], [-0.8603, -3.8774, 1.6535], [-3.3203, -2.1637, 3.9343], [-3.7332, -3.8848, 3.8313], [-4.5218, -2.7718, 2.7220], [3.1517, -1.9490, -6.7769], [1.9787, -1.7720, -6.0261], [1.7047, -0.4142, -5.8396], [0.5013, -0.1951, -4.9625], [-0.6868, -0.6269, -5.6109], [-1.8267, -0.1015, -4.9923], [3.4366, -3.0021, -6.7857], [3.9876, -1.3851, -6.3433], [2.9800, -1.6676, -7.8239], [1.5460, 0.1257, -6.7879], [2.5604, 0.0930, -5.3566], [0.4335, 0.8530, -4.6597], [0.5891, -0.8117, -4.0527], [-2.0309, 0.9374, -5.2828], [-1.7333, -0.1863, -3.9020], [-2.6844, -0.7006, -5.3027], [1.2889, 0.9482, 0.9689], [0.1602, 0.2143, 0.5717], [-1.0320, 0.5410, 1.2042], [-2.1818, -0.2274, 0.5643], [-2.1039, -0.4404, -0.8232], [-1.2301, -1.4643, -1.2386], [2.1124, 0.6630, 0.3157], [1.5349, 0.6998, 2.0063], [1.1519, 2.0337, 0.8987], [-1.2121, 1.6178, 1.0367], [-1.0271, 0.4121, 2.2968], [-3.0952, 0.3411, 0.7456], [-2.4420, -1.1867, 1.0345], [-1.5494, -1.6970, -2.2539], [-1.3167, -2.3794, -0.6428], [-0.2148, -1.0829, -1.1918], [-6.7142, -2.8336, -0.7049], [-5.7344, -3.8507, -0.7810], [-4.4432, -3.3374, -0.6407], [-3.4927, -4.4900, -0.4440], [-3.4137, -5.1780, -1.6824], [-2.2688, -6.0236, -1.7646], [-6.5992, -2.1773, -1.5813], [-6.5500, -2.1866, 0.1693], [-7.7053, -3.2676, -0.6742], [-4.3990, -2.7431, 0.2905], [-4.0611, -2.7167, -1.4609], [-3.8382, -5.1875, 0.3279], [-2.4987, -4.1259, -0.1675], [-1.3674, -5.5394, -1.3665], [-2.0890, -6.2516, -2.8135], [-2.4603, -6.9513, -1.2089], [-0.7792, 4.9020, 0.4614], [-0.2647, 4.1586, 1.5338], [0.5392, 4.8864, 2.4289], [0.6592, 4.1918, 3.7680], [-0.5029, 4.1568, 4.5286], [-1.3690, 3.1077, 4.1695], [-1.4677, 4.2148, -0.0311], [-0.0539, 5.2413, -0.2881], [-1.3751, 5.7560, 0.8081], [0.1208, 5.8826, 2.6310], [1.5639, 4.9894, 2.0298], [1.4092, 4.7694, 4.3268], [1.1315, 3.1980, 3.7466], [-2.0977, 2.9748, 4.9677], [-0.8052, 2.1757, 4.0498], [-1.9140, 3.3344, 3.2496]]}

---

| no. | orbital gap (eV) |
| --- | --- |
| 1 | 10.2491 |
| 2 | 7.8377 |